--- w ---
The following is a DFT calculation (the ωB97M-V functional and the def2-TZVPD basis) of an isolated molecule of C22H29N5O2.

The SMILES is C[C@@H]1CCC[C@H](C)N1CCCNC(=O)Cn1ncc2c([nH]c3ccccc32)c1=O. As for the HOMO-LUMO gap: 8.2932 eV.

Cartesian coordinates (Å):
C1 4.068 -2.679 -0.420
C2 4.655 -1.298 -0.720
C3 6.160 -1.359 -0.455
C4 6.804 0.000 -0.667
C5 6.125 0.980 0.274
C6 4.617 1.048 0.017
C7 4.009 1.985 1.067
N1 4.010 -0.280 0.106
C8 2.567 -0.243 -0.112
C9 1.804 -0.854 1.078
C10 0.666 0.048 1.555
N2 -0.278 0.316 0.493
C11 -0.369 1.507 -0.111
O1 0.260 2.496 0.204
C12 -1.360 1.521 -1.292
N3 -2.724 1.211 -0.913
N4 -3.512 2.274 -0.774
C13 -4.762 2.135 -0.472
C14 -5.335 0.856 -0.298
C15 -4.492 -0.248 -0.455
N5 -5.195 -1.398 -0.266
C16 -6.497 -1.077 0.011
C17 -7.581 -1.905 0.271
C18 -8.797 -1.305 0.521
C19 -8.941 0.084 0.515
C20 -7.872 0.914 0.259
C21 -6.632 0.335 0.004
C22 -3.100 -0.111 -0.763
O2 -2.292 -1.033 -0.888
H1 3.038 -2.772 -0.750
H2 4.108 -2.867 0.649
H3 4.653 -3.441 -0.931
H4 4.504 -1.073 -1.798
H5 6.322 -1.679 0.576
H6 6.605 -2.103 -1.119
H7 7.876 -0.047 -0.465
H8 6.667 0.320 -1.703
H9 6.290 0.662 1.305
H10 6.547 1.980 0.152
H11 4.458 1.482 -0.991
H12 3.002 2.305 0.819
H13 3.990 1.482 2.030
H14 4.624 2.878 1.152
H15 2.243 0.789 -0.242
H16 2.300 -0.761 -1.041
H17 1.397 -1.831 0.814
H18 2.505 -0.992 1.899
H19 1.059 1.013 1.883
H20 0.136 -0.424 2.389
H21 -0.780 -0.471 0.090
H22 -1.030 0.782 -2.029
H23 -1.360 2.523 -1.721
H24 -5.328 3.047 -0.376
H25 -4.801 -2.322 -0.331
H26 -7.472 -2.979 0.275
H27 -9.660 -1.922 0.725
H28 -9.913 0.510 0.716
H29 -7.985 1.987 0.256

Computed Mulliken charges, given in elementary charges: -1.6271, 0.3675, -0.9965, -0.7450, -0.9597, 0.2929, -1.5324, 0.4842, -1.2024, -0.5688, -1.2150, 0.0464, 0.8935, -0.6593, -1.2913, 1.0142, -1.1676, -0.4610, 0.3581, 0.0899, -0.0316, -0.1831, -0.8527, -0.3979, -0.7261, -0.4966, 0.8515, 0.6864, -0.8441, 0.3218, 0.3489, 0.5033, 0.3267, 0.3182, 0.3797, 0.3822, 0.3261, 0.3146, 0.3715, 0.2806, 0.3006, 0.3087, 0.5164, 0.6873, 0.3478, 0.3372, 0.4270, 0.4323, 0.3728, 0.3078, 0.3663, 0.3411, 0.4219, 0.2228, 0.3948, 0.3831, 0.3858, 0.4467

=====

--- x ---
The following is a DFT calculation (the ωB97M-V functional and the def2-TZVPD basis) of an isolated molecule of C22H29N5O2.

The SMILES is C[C@@H]1CCC[C@H](C)N1CCCNC(=O)Cn1c(=O)c2cccn2c2cccnc21. As for the HOMO-LUMO gap: 8.2868 eV.

Cartesian coordinates (Å):
C1 -4.546 -0.788 -0.884
C2 -3.758 -0.051 0.199
C3 -4.401 1.325 0.410
C4 -3.694 2.088 1.519
C5 -2.215 2.173 1.179
C6 -1.630 0.774 0.952
C7 -0.133 0.916 0.677
N1 -2.350 0.140 -0.153
C8 -1.697 -1.030 -0.713
C9 -1.546 -2.236 0.230
C10 -0.819 -3.401 -0.447
N2 0.535 -3.059 -0.825
C11 1.540 -3.065 0.067
O1 1.439 -3.444 1.214
C12 2.870 -2.553 -0.521
N3 2.857 -1.105 -0.654
C13 2.251 -0.555 -1.770
O2 1.734 -1.271 -2.618
C14 2.268 0.883 -1.842
C15 1.754 1.731 -2.805
C16 2.006 3.039 -2.373
C17 2.659 2.962 -1.166
N4 2.820 1.656 -0.842
C18 3.405 1.074 0.265
C19 3.978 1.790 1.309
C20 4.553 1.102 2.364
C21 4.547 -0.284 2.326
N5 4.004 -0.977 1.345
C22 3.429 -0.338 0.338
H1 -4.279 -1.840 -0.943
H2 -4.378 -0.322 -1.851
H3 -5.607 -0.728 -0.653
H4 -3.849 -0.618 1.147
H5 -4.327 1.886 -0.523
H6 -5.457 1.197 0.654
H7 -4.120 3.087 1.628
H8 -3.823 1.561 2.468
H9 -2.083 2.754 0.264
H10 -1.669 2.668 1.985
H11 -1.760 0.194 1.887
H12 0.382 -0.040 0.719
H13 0.019 1.369 -0.300
H14 0.309 1.562 1.433
H15 -0.714 -0.719 -1.067
H16 -2.260 -1.334 -1.597
H17 -0.980 -1.952 1.118
H18 -2.528 -2.582 0.554
H19 -0.761 -4.240 0.253
H20 -1.352 -3.716 -1.346
H21 0.696 -2.629 -1.729
H22 3.677 -2.819 0.161
H23 3.024 -2.984 -1.513
H24 1.261 1.423 -3.704
H25 1.738 3.941 -2.885
H26 3.009 3.754 -0.534
H27 3.974 2.868 1.294
H28 5.001 1.632 3.189
H29 4.994 -0.875 3.113

Computed Mulliken charges, given in elementary charges: -1.8782, 0.7255, -1.0224, -0.7776, -0.9579, 0.7335, -1.7162, 0.2394, -1.1564, 0.1483, -1.4332, 0.0120, 0.5833, -0.6639, -1.2060, 0.2043, 0.3628, -0.7891, 0.1204, -0.6630, -0.8887, -0.2463, 0.2542, 1.6038, -0.6914, -0.5471, -0.7010, -0.5169, -0.0457, 0.3318, 0.3806, 0.4968, 0.3344, 0.3284, 0.3727, 0.4019, 0.3212, 0.3601, 0.3599, 0.2461, 0.0676, 0.3273, 0.5748, -0.0380, 0.5868, 0.2653, 0.3971, 0.4076, 0.4558, 0.3864, 0.5163, 0.4336, 0.5815, 0.4980, 0.3335, 0.3370, 0.4233, 0.4260

=====

Most stable: x (next structure +0.0237 hartree)

=====

--- w ---
The following is a DFT calculation (the ωB97M-V functional and the def2-TZVPD basis) of a cluster of 4 separate species, H7O4 in total.

The total charge is -1. As for the HOMO-LUMO gap: 9.1638 eV.

Cartesian coordinates (Å):
O1 -0.320 -0.305 -0.339
H1 0.013 -1.005 -0.913
O2 -0.433 -2.129 1.761
H2 -0.292 -1.637 0.909
H3 -0.983 -1.470 2.195
O3 2.216 0.495 0.085
H4 2.154 0.749 -0.841
H5 1.256 0.314 0.248
O4 -1.473 1.873 -1.451
H6 -1.373 0.904 -1.277
H7 -1.416 2.147 -0.528

Computed Mulliken charges, given in elementary charges: -1.1922, 0.2089, -0.6932, 0.4244, 0.2752, -0.7054, 0.2796, 0.4322, -0.6827, 0.3778, 0.2756

=====

--- x ---
The following is a DFT calculation (the ωB97M-V functional and the def2-TZVPD basis) of a cluster of 4 separate species, H7O4 in total.

The total charge is -1. As for the HOMO-LUMO gap: 9.4404 eV.

Cartesian coordinates (Å):
O1 0.240 -0.647 -0.020
H1 0.157 -1.601 -0.067
O2 0.434 0.523 2.270
H2 0.199 0.054 1.396
H3 -0.348 0.954 2.629
O3 -2.411 -0.620 -0.763
H4 -1.513 -0.861 -0.432
H5 -2.144 -0.066 -1.520
O4 1.854 0.766 -1.577
H6 1.172 0.283 -1.019
H7 2.361 1.214 -0.897

Computed Mulliken charges, given in elementary charges: -1.1891, 0.1972, -0.7340, 0.4665, 0.2668, -0.7174, 0.4365, 0.2840, -0.7220, 0.4303, 0.2812

=====

Most stable: x (next structure +0.0074 hartree)

=====

--- w ---
The following is a DFT calculation (the ωB97M-V functional and the def2-TZVPD basis) of an isolated molecule of C2H2N2O2S.

The SMILES is N#C[C@H](S)[N+](=O)[O-]. As for the HOMO-LUMO gap: 9.4219 eV.

Cartesian coordinates (Å):
N1 0.008 -2.193 1.304
C1 0.006 -1.356 0.518
C2 -0.196 -0.241 -0.418
S1 1.545 0.055 -1.156
N2 -0.579 1.004 0.163
O1 -1.737 1.319 -0.081
O2 0.231 1.520 0.905
H1 -1.087 -0.543 -1.238
H2 1.809 0.435 0.003

Computed Mulliken charges, given in elementary charges: -0.3243, 0.2312, -0.2500, -0.1353, 0.9277, -0.5254, -0.5117, 0.4005, 0.1872

=====

--- x ---
The following is a DFT calculation (the ωB97M-V functional and the def2-TZVPD basis) of an isolated molecule of C2H2N2O2S.

The SMILES is N#CC(=O)OSN. As for the HOMO-LUMO gap: 8.4378 eV.

Cartesian coordinates (Å):
N1 0.651 3.115 0.217
C1 0.855 2.092 -0.263
C2 0.798 0.710 -0.631
O1 1.572 -0.182 -0.414
O2 -0.577 0.326 -0.978
S1 -1.096 -1.208 -0.957
N2 -0.866 -1.598 0.674
H1 -1.216 -1.077 1.526
H2 -0.120 -2.179 0.826

Computed Mulliken charges, given in elementary charges: -0.2852, 0.2102, 0.6641, -0.4294, -0.3266, 0.1271, -0.4628, 0.2621, 0.2404

=====

Most stable: x (next structure +0.0948 hartree)

=====

--- w ---
The following is a DFT calculation (the ωB97M-V functional and the def2-TZVPD basis) of a cluster of 5 separate species, C3H13NO3 in total.

As for the HOMO-LUMO gap: 3.1462 eV.

Cartesian coordinates (Å):
C1 3.531 -0.219 0.187
C2 2.268 0.263 0.406
N1 1.249 -0.148 -0.336
C3 -0.026 -0.166 0.258
H1 3.635 -0.971 -0.586
H2 4.319 0.014 0.885
H3 2.035 0.931 1.234
H4 1.967 -1.765 -3.268
H5 -0.155 0.707 0.911
H6 -0.142 -1.093 0.814
H7 -0.813 -0.104 -0.503
H8 -1.840 0.742 3.199
H9 -2.862 1.167 2.237
O1 -2.512 1.435 3.123
H10 -2.847 0.410 0.941
H11 1.833 -1.188 -1.815
O2 2.427 -1.646 -2.436
H12 -4.501 0.259 -0.388
H13 -4.287 0.873 -1.763
O3 -4.952 0.419 -1.230

Computed Mulliken charges, given in elementary charges: -0.6813, 0.1928, -0.3650, -0.8218, 0.3163, 0.2693, 0.3475, 0.3317, 0.3352, 0.3489, 0.2371, 0.3388, 0.2309, -0.6855, -0.1643, 0.5112, -0.6654, 0.3052, 0.3196, -0.7010

=====

--- x ---
The following is a DFT calculation (the ωB97M-V functional and the def2-TZVPD basis) of a cluster of 3 separate species, C3H13NO3 in total.

The SMILES is C[C@H](O)CN.O.O. As for the HOMO-LUMO gap: 9.9314 eV.

Cartesian coordinates (Å):
C1 0.310 2.091 -0.142
C2 0.029 0.610 -0.451
O1 0.231 0.301 -1.810
C3 -1.358 0.214 0.021
N1 -1.660 -1.208 -0.237
H1 0.493 2.179 0.928
H2 1.236 2.304 -0.668
H3 -0.513 2.735 -0.440
H4 0.754 0.040 0.123
H5 -0.402 0.731 -2.371
H6 -1.447 0.434 1.097
H7 -2.152 0.858 -0.358
H8 -2.546 -1.267 -0.701
H9 -0.935 -1.569 -0.837
O2 2.583 -1.588 -4.224
H10 2.451 -0.730 -3.818
H11 2.728 -2.117 -3.421
O3 -0.248 -1.381 6.013
H12 -0.143 -0.795 5.258
H13 0.591 -1.842 6.037

Computed Mulliken charges, given in elementary charges: -1.3954, 0.3226, -0.5057, -0.6780, -0.5708, 0.3872, 0.3456, 0.3558, 0.2754, 0.3109, 0.2774, 0.3608, 0.2299, 0.2873, -0.6303, 0.3111, 0.3165, -0.6336, 0.3147, 0.3187

=====

--- y ---
The following is a DFT calculation (the ωB97M-V functional and the def2-TZVPD basis) of a cluster of 3 separate species, C3H13NO3 in total.

The SMILES is C[C@H](N)CO.O.O. As for the HOMO-LUMO gap: 9.5802 eV.

Cartesian coordinates (Å):
C1 2.070 -1.102 0.263
C2 1.487 0.055 -0.641
N1 1.879 1.367 -0.137
C3 -0.094 0.038 -0.775
O1 -0.482 0.971 -1.804
H1 3.006 -0.885 0.914
H2 1.357 -1.445 0.991
H3 2.255 -2.053 -0.283
H4 1.938 -0.024 -1.665
H5 1.166 2.183 -0.327
H6 1.939 1.353 0.950
H7 -0.470 -0.922 -1.029
H8 -0.550 0.289 0.169
H9 0.345 1.341 -2.153
O2 -1.349 -2.238 1.949
H10 -1.444 -1.352 1.550
H11 -2.039 -2.200 2.630
O3 -3.344 1.619 -0.437
H12 -3.674 0.774 -0.096
H13 -3.996 2.233 -0.069

Computed Mulliken charges, given in elementary charges: -1.3015, 0.2915, -0.6712, -0.3750, -0.5273, 0.3428, 0.3034, 0.3408, 0.2034, 0.2853, 0.2595, 0.4725, 0.0175, 0.3624, -0.6145, 0.2870, 0.3206, -0.6030, 0.2994, 0.3063

=====

--- z ---
The following is a DFT calculation (the ωB97M-V functional and the def2-TZVPD basis) of a cluster of 3 separate species, C3H13NO3 in total.

The SMILES is C[C@@H](N)CO.O.O. As for the HOMO-LUMO gap: 10.6693 eV.

Cartesian coordinates (Å):
C1 -0.180 -1.959 -1.367
C2 -1.174 -1.042 -0.629
N1 -1.393 -1.308 0.809
C3 -0.803 0.419 -0.718
O1 -1.826 1.233 -0.181
H1 -0.085 -1.510 -2.364
H2 -0.666 -2.932 -1.496
H3 0.803 -2.102 -0.916
H4 -2.127 -1.308 -1.074
H5 -0.600 -0.978 1.349
H6 -1.344 -2.315 0.966
H7 -0.558 0.783 -1.718
H8 0.155 0.498 -0.184
H9 -2.206 0.699 0.541
O2 5.018 -1.171 3.693
H10 4.419 -1.875 3.970
H11 5.707 -1.567 3.151
O3 -0.527 3.617 -2.041
H12 -0.894 4.424 -1.647
H13 -1.079 3.022 -1.504

Computed Mulliken charges, given in elementary charges: -1.4336, 0.4648, -0.6926, -0.6149, -0.5630, 0.3550, 0.3678, 0.3448, 0.2233, 0.2334, 0.2568, 0.3793, 0.2621, 0.3844, -0.6423, 0.3201, 0.3221, -0.6157, 0.3142, 0.3342

=====

Most stable: z (next structure +0.0023 hartree)

=====

--- w ---
The following is a DFT calculation (the ωB97M-V functional and the def2-TZVPD basis) of a cluster of 4 separate species, C3H13NO3 in total.

The SMILES is C=NCC.O.O.O. As for the HOMO-LUMO gap: 9.7126 eV.

Cartesian coordinates (Å):
C1 0.147 -2.147 1.062
N1 0.342 -1.711 -0.132
C2 -0.788 -1.995 -1.010
C3 -0.687 -1.214 -2.383
H1 -0.754 -1.782 1.580
H2 0.933 -2.559 1.712
H3 -0.683 -2.994 -1.424
H4 -1.708 -1.849 -0.415
H5 -1.508 -0.508 -2.522
H6 0.337 -0.899 -2.188
H7 -0.643 -1.942 -3.186
O1 -2.066 3.902 -0.744
H8 -1.371 3.841 -0.088
H9 -2.755 4.482 -0.416
O2 2.715 -0.037 -0.351
H10 2.120 -0.802 -0.369
H11 2.255 0.695 -0.771
O3 1.526 2.836 3.837
H12 1.017 2.370 3.174
H13 1.570 2.312 4.637

Computed Mulliken charges, given in elementary charges: -0.4049, -0.3218, -0.3095, -0.9219, 0.2787, 0.2667, 0.1641, 0.4029, 0.2759, 0.2046, 0.2923, -0.6394, 0.3172, 0.3220, -0.6675, 0.4514, 0.2894, -0.6307, 0.3107, 0.3199

=====

--- x ---
The following is a DFT calculation (the ωB97M-V functional and the def2-TZVPD basis) of a cluster of 3 separate species, C3H13NO3 in total.

The SMILES is C[C@H](N)CO.O.O. As for the HOMO-LUMO gap: 10.2932 eV.

Cartesian coordinates (Å):
C1 0.664 -0.439 -1.070
C2 0.036 0.895 -0.640
N1 -0.286 1.728 -1.804
C3 1.162 1.621 0.108
O1 1.613 0.846 1.205
H1 0.204 -0.777 -2.006
H2 1.744 -0.449 -1.122
H3 0.235 -1.264 -0.501
H4 -0.836 0.670 -0.022
H5 -1.111 2.254 -1.628
H6 -0.373 1.184 -2.639
H7 1.930 1.829 -0.640
H8 0.838 2.603 0.489
H9 1.712 1.385 2.002
O2 -3.045 -2.443 1.117
H10 -2.454 -2.450 1.866
H11 -2.533 -1.877 0.561
O3 -0.128 -1.756 1.835
H12 0.436 -1.039 1.573
H13 0.190 -2.518 1.318

Computed Mulliken charges, given in elementary charges: -1.2189, 0.6084, -0.6508, -0.8016, -0.4962, 0.4563, 0.2983, 0.1312, 0.2369, 0.2445, 0.2158, 0.3150, 0.3738, 0.3053, -0.6500, 0.3291, 0.3232, -0.6497, 0.2888, 0.3406

=====

Most stable: x (next structure +0.0721 hartree)

=====

--- w ---
The following is a DFT calculation (the ωB97M-V functional and the def2-TZVPD basis) of a cluster of 4 separate species, C3H13NO3 in total.

The SMILES is C/C=C/N.O.O.O. As for the HOMO-LUMO gap: 8.5226 eV.

Cartesian coordinates (Å):
C1 -1.820 -1.360 -1.044
C2 -0.952 -1.066 0.130
C3 -1.284 -0.228 1.145
N1 -0.527 -0.031 2.280
H1 -2.014 -0.441 -1.584
H2 -1.487 -2.225 -1.610
H3 -2.836 -1.487 -0.765
H4 0.114 -1.319 0.260
H5 -2.365 0.094 1.077
H6 -1.069 -0.075 3.158
H7 0.294 -0.603 2.373
O1 1.947 0.102 0.738
H8 2.322 0.365 -0.150
H9 2.430 0.551 1.466
O2 0.532 2.070 -0.662
H10 0.599 1.587 0.213
H11 -0.466 2.360 -0.607
O3 2.596 0.611 -2.104
H12 2.121 -0.119 -2.484
H13 1.867 1.214 -1.829

Computed Mulliken charges, given in elementary charges: -1.2968, 0.3452, -0.4777, -0.4862, 0.2769, 0.3147, 0.3772, 0.1964, 0.2963, 0.2381, 0.2019, -0.5873, 0.3212, 0.2803, -0.7305, 0.3935, 0.3396, -0.7116, 0.3240, 0.3849

=====

--- x ---
The following is a DFT calculation (the ωB97M-V functional and the def2-TZVPD basis) of a cluster of 3 separate species, C3H13NO3 in total.

The SMILES is NCCCO.O.O. As for the HOMO-LUMO gap: 9.4710 eV.

Cartesian coordinates (Å):
N1 2.069 -0.724 1.699
C1 0.946 -0.648 0.772
C2 0.579 -2.100 0.199
C3 -0.586 -2.033 -0.812
O1 -0.669 -3.127 -1.724
H1 1.973 -0.672 2.692
H2 2.939 -0.842 1.220
H3 0.038 -0.269 1.253
H4 1.316 -0.010 -0.086
H5 0.192 -2.539 1.110
H6 1.461 -2.442 -0.362
H7 -0.675 -0.986 -1.173
H8 -1.543 -2.155 -0.278
H9 -0.032 -3.739 -1.337
O2 -0.665 4.015 2.948
H10 -0.728 3.810 3.885
H11 0.237 4.175 2.680
O3 -2.499 3.492 -4.538
H12 -1.606 3.817 -4.379
H13 -2.747 2.978 -3.769

Computed Mulliken charges, given in elementary charges: -0.4158, -0.7165, -0.5471, -0.2996, -0.5169, 0.1635, 0.1579, 0.3914, 0.3260, 0.1963, 0.4221, 0.2899, 0.2470, 0.3026, -0.6415, 0.3207, 0.3202, -0.6388, 0.3194, 0.3193

=====

Most stable: w (next structure +0.0210 hartree)